Record 1
{
  "formula": "C24H32BrClO7P2S",
  "method": "the ωB97M-V functional and the def2-TZVPD basis",
  "smiles": "C[C@H](Cl)Cc1c(C[C@@H](C)Br)c([PH2]=S)c2c(c1CCCCOC=O)C(=O)C(P(O)O)=CC2=O.CC(C)=O",
  "orbital_gap_ev": 7.37,
  "total_energy_ha": -5575.5422,
  "homo_ev": -8.770,
  "species": ["C", "C", "Cl", "C", "C", "C", "C", "C", "C", "Br", "C", "P", "S", "C", "C", "C", "C", "C", "C", "C", "O", "C", "O", "C", "O", "C", "P", "O", "O", "C", "C", "O", "H", "H", "H", "H", "H", "H", "H", "H", "H", "H", "H", "H", "H", "H", "H", "H", "H", "H", "H", "H", "H", "H", "H", "H", "H", "H", "C", "C", "C", "O", "H", "H", "H", "H", "H", "H"],
  "xyz": [[-0.8942, -3.4615, 0.5115], [0.0725, -2.6738, 1.3857], [-0.7715, -2.0278, 2.8228], [0.8107, -1.5918, 0.5526], [0.9908, -0.2285, 1.1751], [2.2140, 0.1236, 1.7595], [3.3292, -0.8870, 1.8543], [4.3840, -0.9223, 0.7098], [4.6393, -2.3389, 0.1705], [3.9309, 0.2620, -0.7853], [2.4049, 1.4143, 2.2758], [4.0113, 1.8425, 3.0089], [4.4457, 1.0639, 4.7403], [1.3616, 2.3350, 2.2053], [0.1384, 1.9783, 1.6221], [-0.0655, 0.6931, 1.1063], [-1.3664, 0.3372, 0.4376], [-1.4951, 0.9722, -0.9536], [-2.7244, 0.4271, -1.7143], [-3.6759, 1.5261, -2.2110], [-5.0284, 1.2685, -1.8008], [-5.3841, 1.7694, -0.6069], [-6.2648, 1.3092, 0.0536], [-0.9180, 3.0425, 1.5600], [-2.1056, 2.8370, 1.6470], [-0.4094, 4.4379, 1.3938], [-1.4173, 5.6584, 0.4420], [-0.1861, 6.6377, -0.0214], [-1.6747, 4.7286, -0.8952], [0.7440, 4.7655, 1.9858], [1.4705, 3.7205, 2.7579], [2.0806, 3.9767, 3.7672], [-1.4404, -2.7836, -0.1433], [-1.6036, -4.0405, 1.0958], [-0.3076, -4.1166, -0.1364], [0.8307, -3.3525, 1.7715], [0.3159, -1.4657, -0.4114], [1.7875, -2.0082, 0.3122], [2.9142, -1.8875, 1.9333], [3.8692, -0.7137, 2.7869], [5.3181, -0.5278, 1.0963], [4.3496, -2.4274, -0.8732], [4.0850, -3.0838, 0.7410], [5.6944, -2.5999, 0.2423], [4.1110, 3.2310, 2.9813], [4.8966, 1.4594, 1.9928], [-1.4648, -0.7392, 0.3316], [-2.1959, 0.6519, 1.0667], [-1.5785, 2.0539, -0.8527], [-0.5874, 0.7312, -1.5125], [-3.2949, -0.2324, -1.0596], [-2.3816, -0.1609, -2.5630], [-3.7068, 1.5484, -3.2980], [-3.3654, 2.5124, -1.8561], [-4.8019, 2.6484, -0.2847], [0.5435, 6.1406, -0.4159], [-0.8898, 4.2230, -1.1438], [1.1619, 5.7638, 1.9379], [-0.2682, -4.3254, -3.8945], [-1.5112, -3.8065, -3.2138], [-2.7027, -4.7300, -3.1751], [-1.5495, -2.7032, -2.7196], [0.5138, -3.5709, -3.8546], [0.0775, -5.2343, -3.3990], [-0.4853, -4.5671, -4.9360], [-2.4433, -5.6527, -2.6530], [-3.0100, -4.9870, -4.1899], [-3.5272, -4.2430, -2.6604]],
  "forces_ev_per_angstrom": [[0.1, 0.2, -0.1], [0.1, -0.1, -0.4], [-0.1, 0.1, 0.1], [0.1, 0.0, -0.1], [0.1, 0.1, 0.0], [-0.1, 0.0, 0.0], [0.2, 0.0, -0.1], [-0.1, -0.3, 0.2], [0.1, 0.0, 0.0], [0.1, 0.1, 0.0], [-0.2, 0.2, 0.0], [0.2, -0.3, 0.7], [-0.1, 0.0, -0.1], [-0.2, -0.2, -0.1], [0.1, -0.1, -0.1], [0.1, 0.1, 0.2], [-0.1, 0.0, 0.0], [-0.1, -0.5, 0.0], [0.2, 0.5, 0.0], [0.0, -0.1, -0.1], [0.1, -0.1, 0.1], [-0.1, -0.1, 0.3], [-0.1, 0.0, -0.2], [0.1, 0.0, 0.2], [-0.1, 0.0, -0.1], [0.4, 0.2, -0.1], [-0.2, 0.0, -0.1], [-0.1, -0.1, 0.0], [0.1, 0.1, 0.2], [-0.2, -0.2, -0.2], [-0.1, 0.0, -0.1], [0.2, 0.1, 0.0], [-0.2, -0.1, 0.0], [0.1, -0.1, 0.0], [-0.1, -0.1, 0.0], [-0.1, 0.0, 0.3], [-0.1, 0.0, 0.0], [0.0, 0.1, -0.1], [-0.1, 0.0, 0.1], [0.0, -0.1, 0.0], [0.0, 0.2, -0.1], [0.0, 0.0, 0.0], [0.0, 0.0, 0.0], [0.0, 0.0, 0.0], [0.0, 0.1, -0.3], [0.0, 0.1, -0.2], [0.1, 0.0, 0.0], [0.0, 0.0, 0.0], [0.1, 0.1, 0.0], [0.0, 0.2, -0.1], [0.0, -0.1, -0.1], [-0.1, -0.2, 0.1], [0.0, 0.1, 0.0], [0.0, 0.0, 0.0], [0.2, 0.0, -0.1], [0.1, 0.2, 0.0], [-0.1, -0.1, -0.2], [0.0, 0.0, 0.2], [0.0, 0.2, 0.1], [0.0, -0.1, 0.0], [-0.1, 0.1, 0.1], [0.1, 0.1, 0.0], [0.0, 0.0, 0.0], [0.0, -0.1, -0.1], [0.0, -0.1, 0.0], [0.0, 0.0, -0.1], [0.0, -0.1, 0.0], [0.0, 0.0, 0.0]],
  "mulliken_charge": [-1.19, 0.15, -0.17, -1.88, 1.63, 0.23, -1.88, 0.06, -1.31, -0.13, 1.00, 0.27, -0.42, 1.05, -0.23, -0.12, -1.00, 0.97, -0.54, -0.54, -0.42, 0.23, -0.49, 0.06, -0.60, -0.17, 0.09, -0.50, -0.39, -0.49, -0.35, -0.56, 0.14, 0.38, 0.32, 0.52, 0.41, 0.45, 0.36, 0.35, 0.67, 0.36, 0.34, 0.30, 0.10, 0.01, 0.00, 0.57, -0.95, 0.60, 0.41, 0.10, 0.34, 0.29, 0.34, 0.35, 0.31, 0.62, -1.21, 0.87, -1.24, -0.48, 0.29, 0.34, 0.39, 0.33, 0.41, 0.30]
}

---

Record 2
{
  "formula": "C24H32Cl15F12NO9",
  "method": "the ωB97M-V functional and the def2-TZVPD basis",
  "multiplicity": 2,
  "orbital_gap_ev": [2.39, 7.17],
  "total_energy_ha": -9766.8275,
  "total_charge": -1,
  "homo_ev": [-0.747, -5.524],
  "species": ["C", "O", "N", "C", "C", "H", "H", "H", "H", "H", "H", "H", "C", "C", "O", "C", "O", "C", "F", "F", "F", "H", "H", "H", "H", "H", "C", "C", "O", "C", "O", "C", "F", "F", "F", "H", "H", "H", "H", "H", "C", "C", "O", "C", "O", "C", "F", "F", "F", "H", "H", "H", "H", "H", "C", "C", "O", "C", "O", "C", "F", "F", "F", "H", "H", "H", "H", "H", "C", "Cl", "Cl", "Cl", "H", "C", "Cl", "Cl", "Cl", "H", "C", "Cl", "Cl", "Cl", "H", "C", "Cl", "Cl", "Cl", "H", "C", "Cl", "Cl", "Cl", "H"],
  "xyz": [[-1.5206, -15.7239, -8.2105], [-0.5886, -15.4610, -7.5026], [-2.1994, -16.8887, -7.9445], [-3.5738, -17.0953, -8.4442], [-1.8170, -17.7656, -6.7504], [-2.0016, -15.1392, -9.0099], [-3.7467, -16.4909, -9.3346], [-4.2866, -16.8202, -7.6668], [-3.7250, -18.1368, -8.7281], [-2.3065, -18.7257, -6.9141], [-0.7497, -17.9858, -6.7290], [-2.2579, -17.5231, -5.7835], [-1.2396, -21.5869, -2.6735], [-1.0612, -20.4691, -1.5631], [-2.0748, -19.4470, -1.4809], [-2.3666, -18.6464, -2.5475], [-1.6054, -18.1763, -3.4008], [-3.8578, -18.2299, -2.5394], [-3.9055, -17.0273, -2.0223], [-4.3283, -18.0761, -3.7606], [-4.5498, -19.1014, -1.8528], [-0.3593, -22.2280, -2.7199], [-1.5903, -21.2577, -3.6516], [-1.9490, -22.1891, -2.1059], [-0.0983, -19.9808, -1.7132], [-0.8045, -20.8744, -0.5844], [-7.2162, -18.8621, -4.7377], [-8.0050, -19.8358, -5.6028], [-7.5200, -19.6726, -6.8665], [-7.6699, -20.5687, -7.8277], [-8.1205, -21.7238, -7.7371], [-7.2136, -20.0328, -9.2142], [-8.2435, -19.8568, -10.0443], [-6.4730, -18.8650, -9.1446], [-6.4576, -20.9265, -9.8877], [-6.2014, -18.8963, -5.1339], [-7.0251, -19.3307, -3.7723], [-7.5081, -17.8119, -4.7444], [-9.0458, -19.6879, -5.3147], [-7.7388, -20.8273, -5.2364], [-6.8615, -15.5607, -11.7597], [-5.9653, -16.7772, -11.5499], [-4.9496, -16.8334, -12.5358], [-3.9327, -17.7646, -12.4814], [-3.8143, -18.5230, -11.5632], [-3.0818, -17.7380, -13.7670], [-1.7818, -17.3658, -13.5237], [-3.0418, -18.9657, -14.3257], [-3.6025, -16.8349, -14.5347], [-7.8383, -15.6605, -11.2864], [-7.1339, -15.4844, -12.8123], [-6.3652, -14.7056, -11.3007], [-6.4770, -17.7230, -11.7286], [-5.5926, -16.9340, -10.5377], [-5.8264, -10.3503, -8.3352], [-5.0063, -11.0216, -7.2230], [-5.7351, -12.1478, -6.6304], [-5.6589, -13.4493, -7.1274], [-4.7470, -13.9297, -7.8411], [-6.8794, -14.2191, -6.6317], [-7.5457, -14.8317, -7.5906], [-6.6089, -15.2435, -5.7929], [-7.7907, -13.3851, -6.0574], [-5.6447, -10.8600, -9.2814], [-5.4504, -9.3290, -8.3954], [-6.8721, -10.3835, -8.0293], [-4.8420, -10.2589, -6.4619], [-4.0727, -11.4539, -7.5831], [-2.9088, -22.0410, -5.8907], [-4.0629, -21.4225, -7.0011], [-2.1571, -23.5933, -6.3461], [-3.9660, -22.3728, -4.4574], [-2.1926, -21.2556, -5.6490], [0.0851, -12.0909, -8.8527], [1.6927, -12.7533, -9.3169], [-1.2200, -12.3205, -10.0055], [0.4841, -10.3235, -8.5444], [-0.2626, -12.5868, -7.9465], [-2.0928, -14.3134, -4.3219], [-2.0321, -12.5294, -4.5139], [-3.7274, -14.9767, -4.4276], [-1.3533, -14.8160, -2.8045], [-1.3876, -14.7468, -5.0312], [2.6658, -15.1561, -5.7438], [1.7968, -13.6616, -5.6662], [2.4736, -16.0730, -4.2165], [4.3978, -14.8370, -6.1385], [2.2346, -15.6817, -6.5958], [1.9344, -19.0634, -8.7809], [2.4898, -20.5733, -9.5546], [2.3203, -17.6050, -9.6474], [2.6076, -19.0502, -7.0857], [0.8511, -19.0782, -8.6615]],
  "forces_ev_per_angstrom": [[-2.2, -2.4, 1.1], [2.1, 1.7, 0.2], [-0.5, -0.9, 0.6], [0.6, 0.0, 0.2], [-0.8, 0.0, -1.7], [0.4, 0.2, 0.0], [0.0, 0.2, 0.2], [-0.2, 0.2, -0.1], [0.1, -0.1, 0.0], [0.0, -0.2, -0.6], [0.0, 0.6, 0.2], [0.4, 1.0, 0.0], [-0.7, 0.5, 2.8], [2.7, 0.7, -1.7], [-0.7, -0.4, -0.9], [2.5, 0.6, -1.6], [-1.8, -2.0, 2.5], [1.8, 0.4, -0.5], [-0.4, 1.0, 1.5], [-0.3, -0.9, -0.8], [-1.2, -0.4, 0.4], [0.3, 0.5, -0.2], [0.1, 0.1, 0.5], [-0.6, -0.5, -1.1], [0.0, 0.5, -0.6], [-1.4, -0.3, 0.2], [1.4, -0.6, -0.3], [0.5, -0.5, 4.0], [-0.3, 0.5, -3.5], [-1.3, -3.0, 0.5], [1.2, 3.4, -0.2], [1.5, 0.6, -1.3], [-0.5, 0.7, 0.7], [-1.3, -1.5, 0.2], [0.2, 0.1, 1.1], [0.1, 0.3, -0.2], [-0.7, 0.5, 0.4], [-0.3, -0.2, 0.2], [-0.5, 0.0, -1.5], [-0.1, -0.3, -0.2], [0.3, -0.5, 0.2], [-1.1, -1.7, 0.5], [2.7, 0.0, -1.4], [-2.5, 0.7, 1.8], [0.6, -0.1, -0.5], [1.2, -0.2, 1.4], [-1.1, -0.5, 0.0], [-0.2, 0.9, 0.0], [-0.1, 0.4, -1.8], [0.2, -0.3, 0.5], [0.5, 0.4, -0.1], [-0.2, 0.3, -0.5], [-0.7, 0.0, 0.1], [0.3, 0.7, 0.0], [0.9, -0.5, 0.5], [-1.0, -1.9, -0.3], [0.7, 2.2, 0.6], [-2.2, -0.3, 0.8], [1.1, -0.4, -0.6], [2.1, 3.0, -0.7], [-1.2, -1.3, -2.1], [0.2, -0.9, 1.5], [0.0, -0.5, 0.6], [-0.4, 0.0, -0.1], [-0.3, 0.2, -0.3], [0.0, 0.1, -0.3], [0.1, -0.5, 0.4], [0.2, 0.4, -0.1], [-1.0, -0.8, 1.2], [0.0, 0.5, -1.7], [0.0, 0.8, -0.1], [0.6, 0.0, 0.5], [0.1, -0.5, -0.1], [0.8, 0.7, 0.2], [-0.9, -0.4, -0.1], [0.5, 0.2, -0.1], [-0.9, -0.9, 0.0], [0.4, 0.3, 0.1], [0.3, 0.0, -0.1], [-0.2, -0.7, 0.0], [0.5, 0.5, -0.4], [0.2, 0.2, 0.7], [-0.7, 0.2, -0.5], [0.3, -0.2, -0.2], [-0.3, 0.7, 0.3], [0.2, 0.2, -0.8], [-0.5, -0.3, 0.3], [0.2, -0.4, 0.4], [-0.1, -0.5, 1.1], [-0.2, 0.6, -0.1], [0.3, 0.0, -0.1], [-0.3, 0.2, -0.8], [0.3, -0.3, -0.1]],
  "mulliken_spin": [-0.01, 0.00, 0.01, -0.02, 0.00, 0.01, 0.01, 0.01, 0.00, 0.00, 0.00, 0.00, 0.00, 0.00, 0.00, 0.00, 0.00, 0.00, 0.00, 0.00, 0.00, 0.00, 0.00, 0.00, 0.00, 0.00, 0.01, 0.00, 0.00, 0.00, 0.00, 0.00, 0.00, 0.00, 0.00, 0.00, 0.00, 0.00, 0.00, 0.00, 0.00, 0.00, 0.00, 0.00, 0.00, 0.00, 0.00, 0.00, 0.00, 0.00, 0.00, 0.00, 0.00, 0.00, 0.02, 0.00, 0.02, 0.68, 0.17, 0.05, 0.01, 0.02, 0.00, 0.00, -0.01, 0.00, 0.00, 0.00, 0.00, 0.00, 0.00, 0.00, 0.00, 0.00, 0.00, 0.00, 0.00, 0.00, 0.00, 0.00, 0.01, 0.00, 0.00, 0.00, 0.00, 0.00, 0.00, 0.00, 0.00, 0.00, 0.00, 0.00, 0.00]
}